[1]
Below is an isolated molecule of C4H7NO at a distorted geometry, with properties calculated with ωB97M-V with the def2-TZVPD basis set.

Calculated values
- Energy above the lowest of the compared OMol25 structures with the same formula, charge and spin: 4.2459 eV
- HOMO: -8.44 eV

Positions of all 13 atoms, in Å:
1 H -0.484 -0.943 1.986
2 N -0.796 0.096 -1.252
3 C 0.606 0.084 -0.788
4 H 1.368 -0.399 -1.400
5 H -2.083 -0.983 1.219
6 H 2.135 2.315 0.513
7 O 2.220 1.545 -0.051
8 H -1.195 0.554 1.339
9 C -1.090 -0.520 1.177
10 H -0.842 -0.395 -2.137
11 C -0.456 -0.788 -0.168
12 C 0.925 1.276 -0.031
13 H -0.308 -1.841 -0.406

Force components x, y, z for each atom (eV/Å):
-0.070 0.060 -0.127
-0.155 -0.202 -0.241
0.272 0.101 0.035
-0.072 -0.048 -0.010
0.150 0.039 -0.047
1.235 0.551 0.181
-0.773 -0.018 0.116
0.011 -0.168 -0.039
0.011 0.021 0.001
-0.039 -0.054 0.007
-0.131 -0.268 0.142
-0.369 -0.110 -0.009
-0.071 0.097 -0.009

Computed Mulliken charges, given in elementary charges: 0.31 -0.61 0.83 0.41 0.33 0.50 -0.31 0.37 -1.33 0.24 0.09 -1.23 0.39



[2]
Below is a structure of composition C4H7NO, with properties calculated with ωB97M-V with the def2-TZVPD basis set.

Calculated values
- Energy above the lowest of the compared OMol25 structures with the same formula, charge and spin: 5.0524 eV
- HOMO: -8.33 eV

Positions of all 13 atoms, in Å:
1 C 1.416 -0.218 -0.083
2 C 0.123 -0.759 -0.563
3 H 1.563 -0.194 1.007
4 C -1.105 -0.252 -0.040
5 C 0.061 1.540 0.231
6 H -1.713 0.501 -0.514
7 H 0.399 1.616 1.268
8 H 0.096 -1.663 -1.181
9 H 2.284 -0.630 -0.600
10 O -1.947 -1.204 0.479
11 H -0.566 2.355 -0.132
12 H -1.413 -1.929 0.832
13 N 0.862 0.960 -0.680

Force components x, y, z for each atom (eV/Å):
0.096 -0.127 -0.011
-0.078 -0.226 0.099
0.022 0.025 -0.216
0.121 0.009 -0.305
0.111 0.181 -0.060
0.219 -0.049 -0.090
-0.137 -0.229 -0.072
-0.028 -0.002 0.200
-0.136 0.126 -0.034
0.076 -0.092 0.106
0.025 -0.157 0.141
-0.166 0.213 0.041
-0.124 0.328 0.200

Computed Mulliken charges, given in elementary charges: -0.28 -0.43 0.21 0.12 -0.65 0.30 0.27 0.37 0.28 -0.50 0.40 0.34 -0.42



[3]
Below is an isolated molecule of C4H7NO at a distorted geometry, with properties calculated with ωB97M-V with the def2-TZVPD basis set.

Calculated values
- SMILES: CC1=N[C@@H](O)C1
- Energy above the lowest of the compared OMol25 structures with the same formula, charge and spin: 3.0279 eV
- HOMO: -9.42 eV

Positions of all 13 atoms, in Å:
1 H -1.960 -1.588 -0.405
2 O 3.004 -0.054 -0.311
3 H 0.600 1.346 -0.405
4 H -2.456 -0.333 0.614
5 H -1.833 -0.013 -0.923
6 H 0.369 1.296 1.192
7 N 0.592 -1.471 -0.159
8 C -0.231 -0.550 0.116
9 C -1.682 -0.605 -0.049
10 H 2.924 -0.282 -1.274
11 C 1.804 -0.338 0.394
12 C 0.623 0.664 0.382
13 H 2.045 -0.697 1.313

Force components x, y, z for each atom (eV/Å):
0.088 -0.544 0.068
-1.210 -0.837 -0.756
0.285 0.797 -1.934
-0.045 0.680 1.530
-0.414 0.842 -0.809
0.109 0.305 1.574
2.958 1.233 0.784
-0.001 1.347 0.662
-0.367 -1.315 -1.757
-0.202 0.369 1.382
-1.837 -0.226 -3.830
-0.159 -1.794 0.478
0.797 -0.856 2.610

Computed Mulliken charges, given in elementary charges: 0.35 -0.55 0.25 0.37 0.29 0.31 -0.69 0.78 -1.19 0.35 0.03 -0.73 0.43



[4]
Below is an isolated molecule of C4H7NO at a distorted geometry, with properties calculated with ωB97M-V with the def2-TZVPD basis set.

Calculated values
- Energy above the lowest of the compared OMol25 structures with the same formula, charge and spin: 4.4120 eV
- HOMO (alpha / beta): -8.34 / -8.36 eV

Positions of all 13 atoms, in Å:
1 H 0.574 -1.938 0.640
2 H 2.706 0.324 -0.469
3 C -1.720 0.407 -0.154
4 H -1.986 0.648 0.861
5 C 0.161 -1.314 -0.146
6 H -1.883 1.292 -0.762
7 N -0.348 0.001 -0.145
8 H 2.091 -0.087 1.213
9 C 0.686 0.865 -0.088
10 C 1.856 0.049 0.142
11 H -2.403 -0.351 -0.519
12 H -0.504 -1.965 -0.741
13 O 0.769 2.068 0.167

Force components x, y, z for each atom (eV/Å):
-0.662 0.820 1.103
0.206 -0.618 -0.214
-0.499 0.223 0.252
-0.487 0.173 0.439
0.995 0.021 -0.566
0.305 0.136 -0.068
-0.061 0.445 -0.216
-0.129 0.059 -0.588
0.214 1.881 2.560
0.175 -2.074 -0.829
0.198 -0.417 -0.073
1.002 0.195 -0.728
-1.258 -0.843 -1.072

Computed Mulliken charges, given in elementary charges: 0.25 0.26 -0.85 0.31 -0.54 0.30 0.11 0.26 0.61 -0.67 0.32 0.27 -0.62



[5]
Below is an isolated molecule of C4H7NO, with properties calculated with ωB97M-V with the def2-TZVPD basis set.

Calculated values
- SMILES: CCCC1=NO1
- Energy above the lowest of the compared OMol25 structures with the same formula, charge and spin: 3.7558 eV
- HOMO: -9.73 eV

Positions of all 13 atoms, in Å:
1 H 0.702 2.350 -1.143
2 H -0.202 -1.441 -0.809
3 C 0.000 -0.838 0.082
4 C -0.836 -1.360 1.178
5 H 1.845 1.182 -0.467
6 C -0.235 0.654 -0.160
7 O -0.988 -2.540 1.725
8 N -1.679 -1.007 2.035
9 H -1.199 0.790 -0.663
10 H -0.310 1.160 0.809
11 C 0.883 1.283 -0.981
12 H 1.043 -1.039 0.354
13 H 0.976 0.805 -1.961

Force components x, y, z for each atom (eV/Å):
0.011 -0.156 0.017
0.011 0.046 0.054
0.030 -0.021 -0.007
-0.191 0.197 0.131
-0.108 0.018 -0.064
-0.073 0.060 0.064
-0.006 -0.080 0.010
0.214 -0.112 -0.220
0.110 -0.009 0.095
0.001 -0.047 -0.123
0.085 0.037 -0.074
-0.069 0.019 0.028
-0.015 0.047 0.088

Computed Mulliken charges, given in elementary charges: 0.34 0.29 -0.41 0.66 0.34 -0.33 -0.46 -0.43 0.29 0.35 -1.24 0.29 0.31



[6]
Below is an isolated molecule of C4H7NO, with properties calculated with ωB97M-V with the def2-TZVPD basis set.

Calculated values
- Energy above the lowest of the compared OMol25 structures with the same formula, charge and spin: 6.5497 eV
- HOMO (alpha / beta): -9.05 / -9.05 eV

Positions of all 13 atoms, in Å:
1 H -0.007 -1.693 -1.189
2 H -0.613 1.867 0.491
3 O 1.167 -0.455 1.534
4 N -1.062 0.215 -0.937
5 C 1.318 0.460 -0.673
6 C -0.480 -1.073 -0.426
7 H 1.287 1.562 -0.518
8 H -0.355 0.580 -1.608
9 H 1.907 -1.004 1.233
10 H -1.621 0.510 1.099
11 C 0.407 -0.139 0.406
12 H -1.252 -1.622 0.123
13 C -0.796 0.791 0.436

Force components x, y, z for each atom (eV/Å):
0.011 0.053 0.127
-0.016 -0.153 -0.061
0.089 -0.073 -0.106
-0.038 0.027 -0.050
0.165 0.056 0.210
0.057 -0.318 -0.056
0.116 -0.179 0.049
-0.451 0.132 -0.047
-0.082 0.040 0.124
0.139 -0.016 -0.124
-0.084 0.065 -0.135
0.145 0.088 -0.038
-0.051 0.278 0.109

Computed Mulliken charges, given in elementary charges: 0.29 0.27 -0.57 -0.52 -0.63 -0.54 0.24 0.33 0.35 0.29 0.75 0.27 -0.55